ORCA calculation (ωB97M-V/def2-TZVPD) on C44H114AsF15N9O17 as an isolated structure at a distorted geometry.

Properties
Kohn-Sham gap, eV: 4.82
DFT total energy, Eh: -7249.39201
Relative energy (zero: lowest compared OMol25 entry of this formula, charge and spin), kcal/mol: 0.00

```
! wB97M-V def2-TZVPD RIJCOSX def2/J DEFGRID3
* xyz 3 1
As 5.983 -1.874 -0.418
F -4.316 4.802 -2.884
F 3.104 5.371 2.627
F 6.347 -3.023 -1.669
F 3.094 3.212 2.219
F -0.722 0.877 -2.651
F -1.943 1.986 -1.207
F 5.718 -3.196 0.707
F 0.120 1.512 -0.747
F -4.218 2.738 -2.183
F 6.240 -0.597 -1.580
F 7.647 -1.800 -0.002
F 1.270 4.180 2.872
F 5.548 -0.759 0.843
F 4.311 -1.918 -0.938
F -6.138 3.710 -2.602
O -6.153 -3.951 -0.204
O 3.693 1.473 -2.514
O -5.756 5.586 -0.715
O 2.958 -4.805 -3.810
O -0.361 -1.214 -0.635
O -2.163 -0.274 0.411
O -2.082 -2.405 -5.674
O 0.978 5.719 0.740
O 2.880 -4.121 -5.891
O 2.075 -0.256 2.917
O 2.880 5.069 -0.242
O -5.426 3.608 0.329
O 0.840 -3.914 3.587
O 3.755 -5.199 1.534
O -0.667 5.738 -3.695
O -4.779 3.389 3.741
O 3.413 -2.704 -4.305
N 1.132 -0.064 5.685
N 0.178 -6.043 5.468
N 3.867 -5.157 -1.134
N -4.377 -0.931 -5.592
N -4.269 -2.281 0.674
N 5.372 3.607 -1.719
N 1.245 4.926 -5.495
N -3.579 1.826 1.803
N 3.080 -3.862 -4.696
C -1.442 -0.301 -0.711
C -4.925 3.896 -2.061
C -5.163 2.804 4.970
C -1.826 6.159 -3.003
C 2.757 -7.294 -1.389
C 2.051 0.142 1.535
C 5.410 2.216 -1.106
C 3.427 -0.944 5.453
C 0.764 4.017 -4.382
C -2.777 2.289 2.973
C 2.543 0.254 5.225
C -2.042 -1.216 -4.904
C -1.010 1.036 -1.327
C -3.026 -0.262 -5.563
C -4.981 4.410 -0.623
C 4.874 -5.140 2.405
C 2.366 -5.820 6.520
C 4.029 1.607 -1.146
C -4.867 -4.504 -0.344
C 2.988 -6.132 -0.457
C -0.201 -2.057 -1.752
C -2.455 -3.795 0.110
C -5.394 6.651 0.110
C 1.978 4.699 0.630
C 1.259 -3.590 2.249
C -1.751 -3.562 -4.942
C -0.170 5.548 -0.015
C -6.540 7.615 0.214
C 2.530 0.702 3.795
C -0.669 4.408 -4.086
C -1.300 2.376 2.622
C 2.748 0.462 -2.797
C -1.385 6.159 0.708
C -3.074 1.070 -4.844
C 2.386 4.381 2.075
C 1.395 -5.080 5.611
C -3.406 3.547 3.556
C -3.849 -3.381 -0.275
C 1.812 -4.710 4.215
C 3.631 -6.441 0.881
C 0.932 -3.016 -1.425
C -6.988 -4.808 0.596
C 5.752 2.451 0.359
C 1.663 4.154 -3.180
H -0.938 3.737 -3.256
H -2.097 1.524 -5.018
H -0.879 1.385 2.440
H 3.309 2.280 -0.647
H 2.720 4.038 -3.422
H 3.202 -5.184 6.794
H -4.468 2.032 5.332
H 3.956 0.646 -0.632
H -2.313 -1.326 -3.847
H 4.994 -4.132 2.806
H -6.586 -4.956 1.606
H 3.550 1.055 3.585
H -5.109 -0.520 -6.186
H 1.786 1.201 1.479
H -4.778 -1.121 -4.666
H -0.052 6.049 -0.986
H 4.613 -6.902 0.742
H -0.007 -1.455 -2.643
H -4.494 7.095 -0.340
H -1.559 7.089 -2.512
H 2.482 0.407 -3.852
H -2.437 -4.381 1.033
H 0.492 -3.907 -0.956
H 2.223 -7.039 -2.305
H 2.860 1.113 5.811
H 5.800 -5.197 1.819
H -0.393 4.515 -0.316
H 1.900 -6.150 7.454
H 1.992 1.660 3.713
H -1.365 4.255 -4.925
H -2.996 1.199 1.220
H 6.240 4.072 -1.448
H 6.709 2.962 0.498
H -2.568 -3.890 -4.278
H 3.124 -1.804 4.848
H -3.275 0.946 -3.782
H -1.072 -2.687 -1.988
H -2.161 -0.706 -1.462
H 1.270 -0.471 1.080
H 4.830 -5.914 3.174
H -2.661 6.338 -3.684
H 0.967 -4.239 6.161
H 1.578 -2.568 -0.667
H -6.358 8.493 0.828
H -2.239 5.520 0.473
H -1.047 -0.775 -5.015
H 3.377 -1.340 6.473
H -2.935 3.862 4.498
H 1.578 5.117 -2.672
H -1.744 -4.379 -5.663
H -5.222 3.565 5.753
H -1.888 -4.332 -0.653
H 1.354 5.885 -5.116
H -4.340 1.262 2.184
H -5.052 6.353 1.112
H 4.980 2.966 0.926
H -4.616 -5.263 0.405
H 0.563 0.800 5.678
H -0.801 2.873 3.457
H -3.212 4.398 2.900
H 1.527 -3.373 -2.269
H -1.798 -2.928 0.269
H -4.812 -5.043 -1.294
H -1.112 6.235 1.757
H 2.135 -8.025 -0.864
H 4.461 -0.693 5.231
H 3.664 -7.804 -1.719
H -3.755 1.785 -5.308
H 2.966 -0.076 0.977
H -4.488 -2.630 1.608
H 5.195 3.648 -2.722
H 5.899 1.461 0.796
H -5.104 -1.842 0.268
H 1.829 0.674 -2.221
H 2.952 -7.098 1.436
H -1.642 7.132 0.294
H 0.395 -3.043 1.864
H 0.464 -6.832 4.880
H 3.088 -0.536 -2.501
H -6.129 2.345 4.780
H 2.802 -4.234 4.240
H 0.641 -0.757 5.111
H -6.736 8.004 -0.792
H -3.946 4.765 -0.384
H -0.595 -5.535 5.033
H -2.220 5.450 -2.275
H 4.061 -4.347 -0.532
H 0.520 5.066 -6.208
H 2.147 -2.987 2.078
H 1.272 -4.517 1.676
H -7.042 -5.782 0.103
H 6.145 1.624 -1.639
H 3.474 -4.659 -1.973
H 0.825 2.983 -4.724
H -7.972 -4.363 0.707
H -4.252 -1.875 -6.008
H 2.167 4.718 -5.891
H 4.584 4.130 -1.277
H -2.785 1.547 3.778
H -7.449 7.099 0.520
H -1.089 2.979 1.740
H -3.541 -1.533 0.706
H -3.932 -2.851 -1.225
H 4.709 -5.625 -1.478
H 1.387 3.386 -2.458
H -0.818 -3.523 -4.385
H 2.659 -6.767 6.057
H 1.443 3.776 0.291
H 2.052 -5.629 -0.212
H -2.760 -0.152 -6.614
H 1.015 -0.274 6.688
H -0.026 -6.407 6.402
H 1.974 -5.657 3.664
H -4.069 2.556 1.239
*
```